Formula: C21H25N3O5S2
Source: the OMol25 dataset
Level of theory: wB97M-V/def2-TZVPD

ΔE to the lowest compared entry with this formula, charge and spin ... 1.39 kcal/mol
Structure (SMILES) ... CCOC(=O)N1CCN(C(=O)CCN2C(=O)/C(=C\c3ccccc3OC)SC2=S)CC1
HOMO-LUMO gap ... 0.2784 Ha
LUMO level ... -0.51 eV

```
56
Properties=species:S:1:pos:R:3:forces:R:3
C -6.200 -3.914 0.876 0.1 0.5 0.0
C -6.442 -2.423 0.735 -0.5 -0.1 0.0
O -5.175 -1.775 0.622 0.2 0.0 0.0
C -5.230 -0.433 0.478 0.1 0.0 0.1
O -6.262 0.193 0.408 -0.4 0.0 0.0
N -3.998 0.132 0.453 0.1 -0.1 0.1
C -3.868 1.541 0.153 -0.3 0.3 -0.2
C -3.275 1.703 -1.254 -0.2 0.3 0.3
N -2.018 0.991 -1.329 -0.2 -0.3 -0.1
C -0.773 1.518 -1.310 -0.3 0.3 -0.2
O 0.214 0.800 -1.308 0.3 -0.1 -0.1
C -0.674 3.039 -1.287 0.2 -0.1 0.2
C 0.707 3.505 -0.805 -0.2 0.1 -0.4
N 1.217 2.668 0.260 0.0 0.2 0.2
C 2.325 1.859 -0.005 0.5 0.2 -0.4
O 3.053 2.054 -0.946 -0.1 -0.1 0.1
C 2.495 0.877 1.071 0.3 -0.8 0.6
C 3.401 -0.115 1.175 -0.6 0.7 0.1
C 4.296 -0.594 0.147 0.5 -0.3 -0.2
C 3.920 -0.666 -1.193 0.1 -0.1 0.3
C 4.778 -1.191 -2.138 0.1 0.0 -0.1
C 6.026 -1.651 -1.755 -0.1 0.1 0.0
C 6.418 -1.607 -0.428 0.2 -0.1 0.3
C 5.561 -1.091 0.535 -0.3 0.2 -0.3
O 5.855 -0.997 1.859 -0.3 0.1 -0.2
C 7.102 -1.467 2.314 0.2 -0.1 0.1
S 1.333 1.198 2.354 -0.2 0.2 -0.1
C 0.554 2.459 1.418 0.2 -0.2 0.2
S -0.782 3.257 1.922 -0.1 0.1 0.3
C -2.180 -0.427 -1.067 0.2 -0.3 0.3
C -2.763 -0.610 0.341 0.2 -0.3 -0.2
H -7.151 -4.430 0.967 -0.1 -0.1 0.0
H -5.672 -4.293 0.005 0.0 -0.1 -0.1
H -5.601 -4.114 1.760 0.0 -0.1 0.1
H -6.970 -2.021 1.607 0.1 0.0 -0.2
H -7.039 -2.197 -0.156 0.1 0.0 0.2
H -4.858 1.993 0.213 0.1 0.0 0.0
H -3.205 2.003 0.893 0.0 0.0 -0.1
H -3.156 2.753 -1.507 0.0 0.0 0.0
H -3.960 1.250 -1.981 0.0 0.1 0.0
H -0.849 3.431 -2.290 0.0 0.0 0.0
H -1.428 3.440 -0.611 0.0 0.0 -0.2
H 1.450 3.429 -1.604 -0.1 0.1 0.2
H 0.642 4.538 -0.456 0.0 -0.1 -0.1
H 3.479 -0.624 2.128 -0.1 0.0 0.1
H 2.937 -0.328 -1.479 -0.1 0.0 0.0
H 4.473 -1.244 -3.172 0.0 0.0 -0.1
H 6.705 -2.056 -2.491 0.1 0.0 -0.1
H 7.393 -1.980 -0.154 0.1 0.0 0.1
H 7.226 -2.536 2.116 0.0 0.1 0.0
H 7.103 -1.297 3.390 0.0 0.0 -0.1
H 7.929 -0.912 1.860 0.0 0.0 0.0
H -2.857 -0.856 -1.812 0.0 0.0 0.0
H -1.201 -0.902 -1.145 -0.2 0.0 0.0
H -2.055 -0.216 1.079 0.0 -0.1 0.0
H -2.951 -1.662 0.547 0.1 0.1 0.0
```
Forces are in eV/Å.

Atom charges from the natural (NBO) analysis, given in e for atoms 1 to 6: atom 1 (C): -0.623, atom 2 (C): -0.062, atom 3 (O): -0.533, atom 4 (C): 0.896, atom 5 (O): -0.660, atom 6 (N): -0.451


Formula: C3H11N2O3
Source: the OMol25 dataset
Level of theory: wB97M-V/def2-TZVPD

ΔE to the lowest compared entry with this formula, charge and spin ... 32.45 kcal/mol
Net charge ... +1
HOMO-LUMO gap ... 0.3998 Ha
LUMO level ... -2.93 eV

```
19
Properties=species:S:1:pos:R:3:forces:R:3
C 0.045 -1.835 1.168 1.8 0.7 0.8
C 0.998 -0.828 1.306 -2.6 -0.5 -0.4
N 0.889 -0.126 0.136 0.8 0.0 -1.2
C 0.149 -0.756 -0.764 -2.3 -0.7 1.7
N -0.460 -1.765 -0.098 0.7 0.2 0.1
H -0.150 -2.617 1.870 -0.4 -0.2 0.0
H 1.487 -0.428 2.171 0.3 -0.2 0.0
H 1.361 0.712 -0.169 0.5 0.0 0.3
H -0.250 -0.447 -1.703 0.5 0.5 -0.4
H -1.280 -2.267 -0.409 0.4 -0.1 -0.3
H -0.972 3.131 1.776 -0.1 0.2 0.4
H -0.844 2.119 2.969 -0.2 0.4 0.2
O -0.737 2.235 2.025 0.3 -0.6 -0.7
H 2.481 0.959 -2.688 0.3 -0.3 -0.2
H 2.461 -0.515 -2.092 0.4 0.2 -0.4
O 2.083 0.368 -2.045 -0.2 0.4 0.1
H -2.098 1.287 -0.636 -1.0 -0.2 0.8
H -2.935 0.057 -1.431 -0.1 0.9 1.0
O -2.230 0.715 -1.386 0.9 -0.6 -1.7
```
Forces are in eV/Å.

Atom charges from the natural (NBO) analysis, given in e for atoms 1 to 6: atom 1 (C): -0.045, atom 2 (C): -0.054, atom 3 (N): -0.445, atom 4 (C): 0.256, atom 5 (N): -0.471, atom 6 (H): 0.253


Formula: C26H16CuF3N3O3S4
Source: the OMol25 dataset
Level of theory: wB97M-V/def2-TZVPD

⟨S²⟩ ... 0.757
HOMO-LUMO gap (alpha / beta) ... 0.2654 / 0.2600 Ha
2S+1 ... 2
LUMO level (alpha / beta) ... -0.88 / -0.90 eV

```
56
Properties=species:S:1:pos:R:3:forces:R:3
Cu -0.309 1.615 -1.468 0.2 -0.6 0.7
S 6.099 -0.304 1.875 -0.2 0.2 -0.1
C 7.156 1.036 1.985 0.0 -0.1 0.1
C 6.615 2.152 1.431 0.1 0.1 0.0
C 5.320 1.926 0.906 -0.1 -0.1 -0.1
C 4.887 0.636 1.064 0.4 0.0 0.2
C 3.603 0.059 0.676 -0.3 -0.2 0.0
C 2.624 0.869 0.056 0.1 -0.1 0.0
N 1.433 0.445 -0.278 0.1 0.0 0.1
C 1.120 -0.843 -0.075 0.2 -0.1 0.1
C 2.010 -1.745 0.534 -0.3 0.2 -0.1
C 1.594 -3.099 0.743 0.0 -0.2 0.0
C 0.387 -3.532 0.321 0.1 -0.1 0.0
C -0.513 -2.657 -0.368 0.1 0.3 0.0
C -1.743 -3.080 -0.882 -0.2 0.1 -0.2
C -2.556 -2.203 -1.576 0.2 0.0 0.2
C -2.088 -0.883 -1.722 0.0 -0.1 -0.1
N -0.957 -0.454 -1.213 -0.1 0.3 0.1
C -0.152 -1.309 -0.552 -0.2 -0.3 0.0
C -3.849 -2.598 -2.132 -0.3 -0.3 -0.1
C -4.775 -1.835 -2.791 0.2 0.1 0.1
C -5.929 -2.560 -3.176 -0.1 0.0 0.0
C -5.873 -3.866 -2.805 0.1 -0.1 0.1
S -4.416 -4.231 -1.989 0.0 0.3 0.0
C 3.264 -1.257 0.921 0.1 0.2 0.0
H 8.118 0.920 2.457 0.0 0.0 0.0
H 7.115 3.109 1.398 0.0 0.0 0.0
H 4.743 2.693 0.410 0.0 0.0 0.0
H 2.837 1.900 -0.202 0.0 0.0 0.0
H 2.277 -3.776 1.242 0.0 0.0 0.0
H 0.083 -4.560 0.478 0.0 0.0 0.0
H -2.047 -4.111 -0.747 0.0 0.0 0.0
H -2.652 -0.163 -2.305 0.0 0.0 0.0
H -4.643 -0.784 -3.004 0.0 0.0 0.0
H -6.763 -2.123 -3.706 0.0 0.0 0.0
H -6.601 -4.645 -2.964 0.0 0.0 0.0
H 3.970 -1.924 1.402 0.0 0.0 0.0
F -3.648 2.172 4.311 0.1 0.0 0.0
C -2.338 2.436 4.210 0.0 0.0 0.1
F -2.127 3.669 4.702 0.0 -0.1 0.0
F -1.682 1.570 5.005 -0.1 0.1 -0.1
C -1.848 2.340 2.792 0.1 0.0 -0.2
C -2.690 1.964 1.761 0.0 0.1 0.0
C -2.167 1.918 0.479 -0.1 0.2 0.3
N -0.897 2.229 0.204 -0.9 0.2 1.7
C -0.097 2.601 1.206 0.0 0.2 0.0
C -0.526 2.660 2.517 -0.1 0.0 0.0
H -3.727 1.723 1.940 0.0 0.0 0.0
H -2.790 1.638 -0.360 0.0 0.0 0.0
H 0.910 2.876 0.927 0.0 -0.1 0.0
H 0.151 2.960 3.304 0.0 0.0 0.0
O 1.174 1.921 -4.871 -0.2 0.1 -0.1
S 0.839 1.560 -3.526 1.4 0.1 -1.7
O -0.651 1.479 -3.294 -0.5 -0.2 -0.9
O 1.474 0.356 -3.026 0.0 -0.1 -0.1
S 1.254 3.105 -2.221 -0.1 0.2 0.0
```
Forces are in eV/Å.

Atom charges from the natural (NBO) analysis, given in e for atoms 1 to 6: atom 1 (Cu): 1.230, atom 2 (S): 0.438, atom 3 (C): -0.402, atom 4 (C): -0.252, atom 5 (C): -0.220, atom 6 (C): -0.221


Formula: C17H24AlClF2P
Source: the OMol25 dataset
Level of theory: wB97M-V/def2-TZVPD

Net charge ... -1
HOMO-LUMO gap ... 0.2287 Ha
LUMO level ... 2.76 eV

```
46
Properties=species:S:1:pos:R:3:forces:R:3
C 0.049 2.284 0.368 0.0 0.1 0.0
C 0.862 0.985 0.364 0.0 0.0 0.1
C -0.001 -0.271 0.334 0.2 0.1 -0.3
Cl -0.746 -0.500 1.999 -0.1 0.0 0.0
Al -1.351 -0.341 -1.209 0.0 -0.2 0.1
P -3.498 0.620 -0.845 -0.4 -0.1 -0.3
C -3.350 2.470 -1.053 0.2 0.1 0.1
C -4.064 0.505 0.920 0.0 0.0 0.1
H 0.567 3.093 0.892 0.0 0.0 -0.1
H -0.915 2.136 0.861 0.1 0.0 0.0
H -0.154 2.625 -0.651 0.0 -0.1 0.0
H 1.549 0.976 1.221 0.0 -0.1 0.0
H 1.479 0.940 -0.542 0.0 0.1 0.1
H 0.653 -1.142 0.226 0.0 0.0 0.1
H -1.520 -1.900 -1.643 -0.1 0.0 0.1
H -0.730 0.513 -2.425 0.0 0.1 0.0
H -2.366 2.747 -1.441 -0.1 0.0 0.0
H -3.487 2.990 -0.100 0.0 0.0 0.0
H -4.107 2.838 -1.749 0.0 0.0 0.0
H -3.318 0.798 1.663 0.0 0.0 -0.1
H -4.959 1.121 1.052 0.0 0.0 0.0
H -4.349 -0.532 1.112 0.0 0.0 0.1
F 1.043 1.910 -3.678 0.1 0.1 0.0
C 1.550 1.567 -4.866 0.0 0.0 0.0
C 2.775 0.927 -4.911 0.0 0.0 0.0
C 3.293 0.576 -6.150 0.0 0.0 0.0
C 2.594 0.862 -7.315 0.0 0.0 0.0
C 1.364 1.502 -7.238 0.0 0.0 0.0
C 0.829 1.860 -6.009 0.0 0.0 0.0
H 3.294 0.711 -3.988 0.0 0.0 0.0
H 4.249 0.070 -6.201 0.0 0.0 0.0
H 3.002 0.583 -8.277 0.0 0.0 0.0
H 0.810 1.723 -8.142 0.0 0.0 0.0
H -0.132 2.347 -5.917 0.0 0.0 0.0
F 1.563 -1.766 8.287 0.0 0.0 0.0
C 1.156 -2.454 7.192 0.0 0.0 0.0
C 1.147 -3.833 7.250 0.0 0.0 -0.1
C 0.729 -4.531 6.124 0.0 0.0 0.0
C 0.335 -3.851 4.980 0.0 0.0 0.0
C 0.355 -2.462 4.953 0.0 0.0 0.0
C 0.769 -1.749 6.071 0.0 0.0 0.0
H 1.462 -4.335 8.155 0.0 0.0 0.0
H 0.711 -5.613 6.147 0.0 0.0 0.0
H 0.009 -4.398 4.105 0.0 0.0 0.0
H 0.051 -1.930 4.061 0.0 0.0 0.0
H 0.793 -0.668 6.075 0.0 0.0 0.0
```
Forces are in eV/Å.

Atom charges from the natural (NBO) analysis, given in e for atoms 1 to 6: atom 1 (C): -0.622, atom 2 (C): -0.429, atom 3 (C): -0.628, atom 4 (Cl): -0.183, atom 5 (Al): 0.911, atom 6 (P): 0.106


Formula: C8H28IrOP2
Source: the OMol25 dataset
Level of theory: wB97M-V/def2-TZVPD

⟨S²⟩ ... 6.010
Net charge ... +1
HOMO-LUMO gap (alpha / beta) ... 0.1819 / 0.3195 Ha
2S+1 ... 5
LUMO level (alpha / beta) ... -2.24 / -5.38 eV

```
40
Properties=species:S:1:pos:R:3:forces:R:3
Ir 0.173 0.127 -0.106 -0.5 0.6 2.7
H 1.906 0.345 -0.067 1.2 -0.8 0.2
H 1.776 -0.391 0.436 1.2 0.3 -0.1
P 0.237 2.213 -0.949 0.1 3.0 -0.5
P 0.039 -2.009 -0.830 0.8 -3.9 -0.8
C -1.210 -2.968 0.102 -0.2 0.1 0.0
H -1.240 -4.000 -0.271 0.0 0.2 0.0
H -0.965 -2.985 1.173 0.0 0.0 -0.3
H -2.200 -2.515 -0.032 0.2 -0.1 0.0
C -0.280 -2.486 -2.564 -0.2 0.4 0.0
H 0.512 -2.089 -3.211 -0.2 0.0 0.2
H -0.310 -3.580 -2.668 0.0 0.3 0.2
H -1.245 -2.073 -2.887 0.2 -0.1 0.0
C 1.567 -2.942 -0.443 0.0 -0.4 -0.2
H 1.802 -2.853 0.623 0.0 0.0 -0.2
H 1.419 -4.002 -0.687 0.1 0.2 0.1
H 2.409 -2.558 -1.030 -0.1 0.0 0.1
C -0.272 2.576 -2.664 0.0 -0.3 0.1
H -0.249 3.657 -2.862 0.0 -0.3 0.2
H 0.421 2.068 -3.347 -0.2 0.1 0.1
H -1.288 2.198 -2.834 0.2 0.0 0.0
C -0.900 3.202 0.100 -0.2 0.3 -0.1
H -0.499 3.299 1.120 -0.1 -0.1 -0.4
H -1.036 4.207 -0.320 0.0 -0.1 0.1
H -1.875 2.697 0.147 0.3 0.2 0.0
C 1.850 3.044 -0.744 -0.1 0.0 -0.2
H 2.596 2.555 -1.383 -0.1 0.1 0.2
H 1.766 4.103 -1.023 0.1 -0.3 0.1
H 2.160 2.967 0.305 0.0 0.0 -0.3
H 0.715 0.136 -1.615 0.8 -0.1 -2.0
H -1.168 -0.187 -0.942 -2.4 -0.3 -1.8
C -0.356 -0.479 4.044 0.0 -0.2 -0.3
C -1.241 -0.355 2.816 -0.4 0.2 0.4
O -0.704 0.597 1.849 -0.4 0.7 2.1
H 0.671 -0.754 3.778 -0.2 0.1 0.0
H -0.757 -1.268 4.682 0.0 0.0 0.1
H -0.341 0.444 4.624 0.0 0.0 0.0
H -1.343 -1.299 2.272 0.1 0.3 0.1
H -2.243 0.016 3.078 0.3 -0.3 0.0
H -0.295 1.342 2.332 -0.3 -0.1 0.1
```
Forces are in eV/Å.

Atom charges from the natural (NBO) analysis, given in e for atoms 1 to 6: atom 1 (Ir): 0.395, atom 2 (H): 0.050, atom 3 (H): 0.024, atom 4 (P): 1.089, atom 5 (P): 1.079, atom 6 (C): -0.966


Formula: C22H27ClOSm
Source: the OMol25 dataset
Level of theory: wB97M-V/def2-TZVPD

ΔE to the lowest compared entry with this formula, charge and spin ... 0.00 kcal/mol
⟨S²⟩ ... 8.767
Net charge ... -1
HOMO-LUMO gap (alpha / beta) ... 0.2234 / 0.2238 Ha
2S+1 ... 6
LUMO level (alpha / beta) ... 2.43 / 2.44 eV

```
52
Properties=species:S:1:pos:R:3:forces:R:3
C 1.816 -1.915 -1.275 -1.1 -0.3 -0.1
C 1.781 -1.884 -2.703 0.2 -0.6 -0.2
C 0.429 -2.132 -3.130 0.7 0.3 0.2
H 2.673 -1.706 -3.327 -0.7 -0.4 0.3
C -0.375 -2.161 -1.970 0.6 -0.3 0.4
C 0.478 -2.113 -0.826 0.8 0.1 -0.5
H 0.190 -2.233 0.209 -0.1 0.3 -0.1
H 2.693 -1.778 -0.639 -0.3 -0.2 -0.4
H 0.059 -2.250 -4.157 0.4 0.2 0.7
H -1.456 -2.239 -1.937 0.1 -0.2 0.0
Sm 0.826 0.473 -2.111 -0.9 -2.5 3.9
Cl 1.897 2.543 -0.954 0.4 0.4 0.0
C 1.019 2.153 -3.847 -0.2 0.4 -1.2
C -0.218 1.489 -4.145 0.9 0.6 -1.1
C 0.109 0.240 -4.742 0.4 0.5 -0.4
H -1.230 1.866 -3.997 0.3 0.1 -0.1
C 1.522 0.100 -4.750 -0.5 0.9 -0.4
C 2.096 1.243 -4.128 -0.7 0.7 -1.3
H 3.164 1.417 -3.971 -0.5 0.1 0.0
H 1.133 3.163 -3.472 -0.1 -0.4 0.1
H -0.597 -0.439 -5.223 0.2 0.2 0.5
H 2.071 -0.683 -5.265 -0.2 0.0 0.5
C 2.834 0.247 1.559 0.0 -0.1 -0.3
C 2.036 0.001 2.827 0.1 -0.2 0.3
C 2.419 1.052 3.899 -0.2 0.1 -0.1
C 0.507 -0.124 2.732 -0.4 0.1 -0.5
C -0.076 -0.532 3.926 -0.4 0.2 0.0
C -1.447 -0.557 4.120 -0.1 -0.5 0.4
C -2.294 -0.261 3.070 0.2 0.0 0.1
C -1.797 0.085 1.833 0.6 0.1 0.0
C -2.839 0.447 0.793 0.1 -0.1 0.0
C -3.747 -0.757 0.491 0.1 -0.2 -0.3
C -3.718 1.613 1.285 0.1 0.3 -0.1
C -0.355 0.136 1.584 -0.4 -0.1 0.5
O 0.096 0.366 0.401 0.1 0.5 -0.9
H 2.656 1.234 1.108 0.0 -0.4 0.2
H 2.571 -0.518 0.822 0.1 0.3 0.1
H 3.902 0.136 1.793 -0.1 0.1 -0.1
H 2.361 -0.986 3.205 0.0 0.2 0.0
H 2.039 2.034 3.578 0.1 -0.2 0.2
H 1.992 0.818 4.880 -0.1 0.1 -0.2
H 3.501 1.149 4.065 -0.1 -0.2 -0.3
H 0.568 -0.846 4.746 0.0 0.2 0.0
H -1.875 -0.860 5.066 0.1 -0.1 0.2
H -3.376 -0.326 3.211 0.3 0.1 0.1
H -2.285 0.735 -0.116 -0.3 0.0 0.2
H -4.380 -1.016 1.364 0.4 0.1 -0.4
H -4.418 -0.536 -0.354 0.1 -0.1 0.2
H -3.127 -1.630 0.224 -0.3 0.2 0.1
H -3.087 2.462 1.582 -0.2 -0.2 0.0
H -4.410 1.969 0.506 0.1 -0.2 0.1
H -4.331 1.310 2.156 0.4 0.1 -0.4
```
Forces are in eV/Å.

Atom charges from the natural (NBO) analysis, given in e for atoms 1 to 6: atom 1 (C): -0.361, atom 2 (C): -0.423, atom 3 (C): -0.303, atom 4 (H): 0.225, atom 5 (C): -0.362, atom 6 (C): -0.272


Formula: C7H11CoN2O6S
Source: the OMol25 dataset
Level of theory: wB97M-V/def2-TZVPD

ΔE to the lowest compared entry with this formula, charge and spin ... 18.16 kcal/mol
⟨S²⟩ ... 8.764
Net charge ... +1
HOMO-LUMO gap (alpha / beta) ... 0.2399 / 0.2242 Ha
2S+1 ... 6
LUMO level (alpha / beta) ... -3.42 / -6.77 eV

```
28
Properties=species:S:1:pos:R:3:forces:R:3
Co -0.477 0.183 0.529 -0.3 -0.4 -2.1
O 3.025 2.171 0.727 -0.3 -0.8 -0.2
C 2.239 1.142 0.519 -0.4 0.3 0.2
O 1.280 0.851 1.259 0.6 0.4 -0.5
C 2.533 0.327 -0.722 -0.1 -0.1 -0.1
O 1.398 -0.479 -0.986 0.5 0.0 1.3
C 0.868 -0.423 -2.274 -1.4 0.8 -1.1
C -0.334 0.631 -2.373 2.4 -2.3 -1.8
O -0.774 0.867 -3.462 -0.5 0.4 0.0
O -0.695 1.060 -1.241 -1.0 0.8 3.5
H 2.787 2.673 1.526 -0.1 -0.1 0.1
H 3.390 -0.338 -0.529 -0.1 0.3 0.0
H 2.781 0.994 -1.558 -0.1 -0.1 0.2
H 0.417 -1.397 -2.477 0.2 0.1 -0.1
H 1.605 -0.175 -3.040 0.0 -0.1 0.1
S -2.461 1.916 2.790 0.6 -0.7 -0.8
C -1.744 1.079 1.671 -0.8 0.6 0.8
C -4.418 -0.769 -1.877 -0.2 -0.2 0.0
N -3.214 -0.677 -1.083 0.4 0.1 0.2
C -2.577 -1.705 -0.519 -0.9 0.5 -0.6
N -3.106 -2.933 -0.624 0.2 0.0 0.1
O -1.473 -1.546 0.079 1.3 0.8 0.8
H -4.558 0.171 -2.403 0.0 0.0 0.0
H -5.292 -0.953 -1.250 -0.1 0.0 0.0
H -4.323 -1.564 -2.617 0.0 0.0 -0.1
H -2.814 0.241 -0.928 0.0 -0.2 -0.1
H -4.031 -3.082 -0.989 0.1 0.1 0.0
H -2.653 -3.696 -0.151 0.1 0.0 0.0
```
Forces are in eV/Å.

Atom charges from the natural (NBO) analysis, given in e for atoms 1 to 6: atom 1 (Co): 1.797, atom 2 (O): -0.598, atom 3 (C): 0.844, atom 4 (O): -0.695, atom 5 (C): -0.186, atom 6 (O): -0.554


Formula: C6H13NO
Source: the OMol25 dataset
Level of theory: wB97M-V/def2-TZVPD

ΔE to the lowest compared entry with this formula, charge and spin ... 21.52 kcal/mol
⟨S²⟩ ... 0.754
Net charge ... -1
HOMO-LUMO gap (alpha / beta) ... 0.1151 / 0.2430 Ha
2S+1 ... 2
LUMO level (alpha / beta) ... 3.52 / 3.52 eV

```
21
Properties=species:S:1:pos:R:3:forces:R:3
C -0.529 0.219 -0.686 0.4 0.3 0.4
N 0.600 1.122 -0.585 -0.7 0.1 0.4
C 1.227 1.586 -1.805 0.4 0.0 0.0
C 2.749 1.510 -1.656 -0.1 0.2 -0.2
O 3.294 1.119 -0.537 -0.1 -0.1 -0.3
C -1.247 0.118 0.679 0.8 -0.6 -0.9
C -1.589 -2.141 1.831 0.6 -0.6 -0.8
C -0.629 -0.975 1.573 -0.3 0.1 0.7
H -0.201 -0.798 -0.956 -0.2 -0.1 -0.4
H -1.204 0.617 -1.448 0.0 -0.2 0.0
H 1.322 0.782 0.044 0.3 0.0 -0.2
H 0.896 2.627 -2.011 -0.1 -0.2 0.0
H 0.896 0.997 -2.688 0.0 -0.1 0.1
H 3.287 1.562 -2.623 0.1 -0.1 0.3
H -1.085 1.103 1.108 -0.6 0.1 0.2
H -2.294 -0.143 0.493 -0.1 0.4 0.3
H -1.202 -2.852 2.569 -0.2 0.3 0.3
H -1.658 -2.763 0.924 -0.2 0.3 0.0
H -2.582 -1.772 2.064 -0.1 -0.1 0.3
H 0.304 -1.371 1.173 0.1 0.1 -0.3
H -0.355 -0.548 2.537 0.0 0.1 0.1
```
Forces are in eV/Å.

Atom charges from the natural (NBO) analysis, given in e for atoms 1 to 6: atom 1 (C): -0.192, atom 2 (N): -0.674, atom 3 (C): -0.278, atom 4 (C): -0.028, atom 5 (O): -0.823, atom 6 (C): -0.418


Number 1: molar mass 463.58 g mol⁻¹. Number 2: molar mass 123.13 g mol⁻¹. Number 3: molar mass 667.24 g mol⁻¹. Number 4: molar mass 359.78 g mol⁻¹. Number 5: molar mass 394.48 g mol⁻¹. Number 6: molar mass 493.27 g mol⁻¹. Number 7: molar mass 310.17 g mol⁻¹. Number 8: molar mass 115.18 g mol⁻¹.